{"formula": "C14H36O9P", "method": "ωB97M-V/def2-TZVPD", "charge": -1, "orbital_gap_ev": 6.6, "mol_weight_g_mol": 379.41, "homo_ev": -4.29, "species": ["P", "O", "O", "O", "O", "O", "O", "O", "O", "O", "C", "C", "C", "C", "C", "C", "C", "C", "C", "C", "C", "C", "C", "C", "H", "H", "H", "H", "H", "H", "H", "H", "H", "H", "H", "H", "H", "H", "H", "H", "H", "H", "H", "H", "H", "H", "H", "H", "H", "H", "H", "H", "H", "H", "H", "H", "H", "H", "H", "H"], "coordinates": [[3.915719, 0.321953, 3.448831], [4.364007, 1.247882, 2.012354], [0.329678, -2.201070, 2.905385], [-1.334801, -2.455942, -0.416869], [-3.955438, 4.816240, -5.279362], [2.650254, -1.828332, 4.847735], [2.525813, -3.939955, 3.995282], [4.993510, -0.972588, 2.878276], [-4.654533, 2.883852, -3.165797], [-2.036146, 0.133950, -1.614413], [-3.223858, -0.453544, -2.106189], [-0.766476, -2.860105, -1.641631], [5.198507, 0.586409, 1.114696], [-5.358607, 4.078489, -3.431144], [0.829963, -3.424581, 2.389996], [-3.385003, 3.078861, -2.559415], [-3.265208, 3.768763, -5.932298], [3.344260, -3.039567, 4.685155], [3.508842, -0.681530, 5.004258], [-0.847634, -1.201000, 0.050900], [2.320756, -3.571331, 2.636084], [-1.828731, -0.087732, -0.222308], [5.233508, -0.898033, 1.506303], [-5.272915, 4.478090, -4.888798], [-2.795244, 3.823579, -3.099738], [4.442161, -1.002324, 5.488148], [0.114269, -0.972409, -0.419970], [2.781285, -4.312807, 1.968889], [-3.682254, 3.584156, -6.929085], [-0.678243, -1.281381, 1.126733], [2.794389, -2.597285, 2.450385], [4.810700, 0.694526, 0.086347], [0.920723, -1.917730, 3.615085], [4.274488, -2.846582, 4.137376], [-5.655962, 3.661064, -5.511076], [6.220743, -1.328992, 1.273698], [-3.189361, -0.401176, -3.194314], [3.547950, -3.510366, 5.656230], [-4.109129, 0.093092, -1.759887], [0.299742, -4.260833, 2.868699], [-0.842484, -2.077954, -2.403033], [6.216072, 1.020183, 1.115120], [-3.307402, -1.499314, -1.800351], [5.027679, 0.915637, 4.177391], [0.290030, -3.127715, -1.519915], [2.834214, -0.321137, 2.715546], [-1.438355, 0.838613, 0.207427], [-5.903942, 5.356321, -5.056621], [2.982730, -0.005075, 5.695126], [-2.229123, 4.085073, -6.037373], [0.615854, -3.447387, 1.314274], [-1.313306, -3.740998, -1.977674], [-3.498645, 3.401210, -1.518601], [-3.299737, 2.841833, -5.355406], [-6.410629, 3.913741, -3.175176], [-4.981468, 4.894238, -2.804420], [3.046859, 1.412888, 3.817386], [-2.866831, 2.124273, -2.572078], [4.481404, -1.475953, 0.940745], [-2.784642, -0.312188, 0.263081]], "forces_ev_per_a": [[-0.07, 0.16, -0.30], [-0.03, -0.06, -0.01], [-0.16, -0.15, -0.11], [-0.07, 0.00, -0.04], [0.01, 0.04, 0.01], [-0.17, -0.03, -0.03], [0.16, -0.10, 0.06], [0.21, -0.13, -0.03], [0.01, -0.05, -0.06], [0.01, -0.07, -0.05], [0.03, -0.04, 0.03], [0.00, 0.00, 0.01], [-0.16, 0.11, -0.14], [0.00, 0.02, 0.07], [0.04, 0.00, 0.02], [-0.03, 0.03, -0.01], [0.02, -0.02, 0.03], [0.04, 0.06, -0.08], [0.03, 0.08, 0.31], [0.10, -0.01, 0.02], [-0.09, 0.35, -0.15], [-0.05, 0.06, 0.02], [0.15, -0.10, 0.14], [-0.01, -0.04, -0.06], [0.00, 0.00, 0.00], [-0.06, 0.05, -0.06], [0.00, 0.01, 0.01], [-0.16, -0.06, 0.15], [-0.02, -0.01, 0.01], [0.01, 0.00, -0.02], [-0.01, -0.15, -0.10], [0.08, 0.00, 0.11], [0.23, 0.11, 0.19], [-0.02, -0.03, 0.05], [-0.01, 0.01, -0.01], [-0.18, -0.01, 0.03], [0.00, 0.03, 0.00], [-0.02, 0.08, -0.03], [-0.01, -0.01, 0.01], [0.11, -0.03, -0.15], [0.00, -0.01, -0.01], [-0.12, -0.09, 0.15], [-0.01, -0.01, -0.01], [-0.01, -0.04, 0.01], [0.01, 0.02, 0.00], [0.03, -0.03, -0.01], [0.01, 0.00, -0.01], [0.00, 0.00, 0.01], [0.13, -0.14, -0.10], [0.00, 0.00, -0.02], [0.01, 0.02, 0.11], [0.01, -0.01, 0.00], [0.00, 0.02, -0.01], [0.01, 0.00, -0.01], [0.00, 0.01, 0.00], [-0.01, 0.00, 0.00], [0.03, -0.01, 0.01], [0.03, 0.02, 0.04], [-0.01, 0.11, 0.00], [0.00, 0.01, 0.01]]}


{"formula": "C14H37ClCoNO6", "method": "ωB97M-V/def2-TZVPD", "spin_multiplicity": 4, "charge": 1, "orbital_gap_ev": [7.1, 6.3], "relative_energy_ev": 1.535, "s2": 3.757, "mol_weight_g_mol": 409.84, "homo_ev": [-11.67, -11.67], "species": ["Co", "Cl", "O", "O", "O", "O", "O", "O", "N", "C", "C", "C", "C", "C", "C", "C", "C", "C", "C", "C", "C", "C", "C", "H", "H", "H", "H", "H", "H", "H", "H", "H", "H", "H", "H", "H", "H", "H", "H", "H", "H", "H", "H", "H", "H", "H", "H", "H", "H", "H", "H", "H", "H", "H", "H", "H", "H", "H", "H", "H"], "coordinates": [[-14.180360, -16.110160, 12.485720], [-14.087540, -14.134930, 10.943350], [-10.675160, -10.680550, 11.919060], [-13.156170, -9.512780, 12.811690], [-16.390880, -15.863830, 12.609340], [-12.743770, -13.078560, 8.197260], [-17.230480, -13.303190, 10.173240], [-12.358310, -16.769070, 11.752520], [-14.854230, -17.604110, 11.093340], [-11.928240, -11.020550, 11.326280], [-12.927280, -9.891830, 11.459740], [-17.184730, -15.560270, 13.785870], [-12.524130, -17.815280, 10.708710], [-13.167070, -11.960660, 6.168050], [-13.865470, -17.634020, 10.030190], [-19.117680, -11.735350, 10.491670], [-17.970640, -12.519950, 11.115800], [-16.178770, -17.232570, 10.614690], [-13.126120, -11.798800, 7.727940], [-14.490030, -11.413880, 8.381850], [-11.031340, -16.402970, 12.080320], [-17.046080, -11.532700, 11.892410], [-17.062220, -16.759910, 11.768530], [-13.918360, -18.478040, 9.342480], [-13.218940, -10.971600, 5.712890], [-12.273020, -11.961150, 11.755810], [-17.496280, -17.590080, 12.325770], [-18.418460, -13.194060, 11.845970], [-10.551020, -15.762430, 11.340670], [-14.851720, -18.577610, 11.362390], [-11.704610, -11.355580, 10.313440], [-10.892590, -15.811990, 12.985630], [-12.437430, -12.601020, 5.672420], [-10.183330, -11.498610, 12.021420], [-12.502490, -9.027860, 10.948670], [-16.023660, -16.445960, 9.876260], [-17.553040, -16.435430, 14.321170], [-17.930430, -16.209680, 11.405800], [-16.327150, -12.025170, 12.547160], [-16.671840, -18.056120, 10.098200], [-12.341280, -11.105730, 8.030900], [-14.083730, -12.433460, 5.815520], [-13.242980, -10.270690, 13.394470], [-19.809690, -12.473870, 10.086930], [-10.384510, -17.263180, 12.252830], [-13.858490, -16.653990, 9.553120], [-18.051290, -14.973490, 13.481110], [-13.900940, -10.041210, 10.993080], [-15.231950, -12.038730, 7.884660], [-11.688840, -17.690110, 10.019710], [-14.712260, -10.365350, 8.183580], [-13.098500, -13.247160, 9.073250], [-14.598410, -11.739600, 9.416380], [-12.404710, -18.779290, 11.203200], [-17.619970, -10.954250, 12.616380], [-16.461930, -10.895130, 11.228810], [-18.764290, -10.970320, 9.800340], [-16.412070, -13.517020, 10.627200], [-19.608350, -11.192350, 11.299440], [-16.675460, -15.091480, 14.627870]], "forces_ev_per_a": [[-0.52, 1.16, -2.53], [-0.14, -1.45, 1.47], [-0.27, 0.37, 0.25], [0.15, 0.40, -0.01], [1.73, 0.17, 2.16], [0.36, -0.88, 0.11], [-0.61, 0.37, 0.15], [-1.10, -0.30, 0.39], [0.07, -0.64, 0.24], [0.46, -1.10, -0.19], [0.30, 0.30, 0.30], [-0.69, -0.08, 0.53], [1.06, 0.83, 0.54], [-1.08, 0.76, 0.38], [1.84, 0.78, 0.29], [0.43, -0.56, 0.34], [0.71, 1.21, 0.72], [-0.67, 0.63, -0.01], [-0.43, -0.85, -0.42], [0.46, -0.66, -1.57], [1.83, 0.29, 0.15], [-0.13, -0.71, 0.18], [-1.17, -0.28, -1.02], [-0.64, 0.16, -0.28], [0.42, 0.05, -0.16], [-0.54, 0.02, 0.60], [0.39, -0.28, 0.29], [-0.12, -0.22, 0.25], [-0.39, -0.23, -0.59], [-0.48, -0.22, 0.89], [-0.49, 0.62, -0.62], [-1.10, -0.08, 0.27], [0.72, 0.42, 0.68], [0.11, 0.09, -0.01], [0.08, 0.21, 0.23], [-0.19, 0.22, 0.15], [-0.10, -0.67, -0.72], [-0.06, -0.07, -0.54], [0.24, -0.50, -0.20], [-0.06, -0.06, 0.04], [0.01, 0.36, -0.20], [-0.46, -0.07, 0.56], [0.06, -0.21, -0.23], [-0.15, 0.46, -0.48], [-0.25, -0.33, -0.26], [-0.11, -0.19, -0.41], [0.16, 0.13, -0.01], [0.13, -0.68, -0.31], [-0.26, 0.18, -0.22], [-0.14, 0.00, -0.14], [-0.16, -0.03, 0.40], [-0.02, 0.15, 0.08], [0.50, 0.59, 0.23], [-0.13, -0.09, 0.08], [-0.22, 0.32, -0.37], [-0.28, 0.14, -0.10], [-0.08, -0.35, -0.36], [0.42, -0.15, -0.14], [-0.17, -0.13, 0.02], [0.75, 0.66, -0.85]]}


{"formula": "C14H37CoF2N3O4PS", "method": "ωB97M-V/def2-TZVPD", "charge": 2, "orbital_gap_ev": 7.2, "relative_energy_ev": 0.000, "mol_weight_g_mol": 471.44, "homo_ev": -14.07, "species": ["Co", "S", "P", "F", "F", "O", "O", "O", "O", "N", "N", "N", "C", "C", "C", "C", "C", "C", "C", "C", "C", "C", "C", "C", "C", "C", "H", "H", "H", "H", "H", "H", "H", "H", "H", "H", "H", "H", "H", "H", "H", "H", "H", "H", "H", "H", "H", "H", "H", "H", "H", "H", "H", "H", "H", "H", "H", "H", "H", "H", "H", "H", "H"], "coordinates": [[0.351679, 0.289759, 0.546269], [-1.444119, -1.903861, -2.582347], [-0.866900, -1.349134, 1.201573], [1.979979, 0.637237, -0.905822], [2.440427, -1.406264, -0.185297], [-0.669181, -2.816074, 0.761601], [-0.714515, -1.264085, 2.785563], [-2.405701, -1.224702, 0.859488], [-0.196772, -2.710400, -2.377064], [1.730572, 0.196343, 1.929168], [-0.757023, 0.988030, -0.913856], [-0.477586, 1.804455, 1.658111], [0.429131, -2.348409, -5.497245], [1.918352, 1.647187, 2.226646], [-1.039527, -1.944951, -5.412271], [-3.281325, -0.236905, 1.425313], [-2.476663, -4.973793, -1.354318], [-1.339141, -2.255291, 3.662205], [0.569486, 2.198148, 2.648943], [-2.501860, -4.495312, -2.797445], [-0.951842, 2.827256, 0.676099], [-0.507533, 2.448050, -0.728830], [-2.857835, -3.020501, -2.938475], [-1.375453, -1.082424, -4.196647], [0.504915, -3.671347, 0.696170], [1.435895, -0.657956, -0.670878], [2.597798, -0.214773, 1.591178], [0.604699, -2.936902, -6.396410], [-1.307598, -1.359384, -6.294385], [-1.749044, 0.763665, -0.880692], [-2.283732, -6.044532, -1.304559], [1.468050, -0.311529, 2.771468], [-1.538224, -4.678623, -3.276041], [-0.632100, -0.282639, -4.098544], [-1.699592, -4.458508, -0.791297], [0.736751, -2.934678, -4.634635], [1.067915, -1.464461, -5.559435], [-0.615165, 3.828126, 0.944078], [-3.195032, -2.797121, -3.948112], [-2.042544, 2.839241, 0.715717], [-1.018069, 3.047234, -1.482928], [-2.358843, -0.608647, -4.280189], [0.974529, -3.715768, 1.676936], [0.128345, -4.647670, 0.413429], [-0.450675, 0.683477, -1.834732], [2.669319, 1.804695, 3.000941], [1.076261, -1.090030, -1.604664], [-3.645658, -2.730297, -2.241332], [2.281611, 2.122062, 1.312141], [1.183678, -3.309231, -0.065063], [-1.284413, 1.513927, 2.196400], [-1.680572, -2.828623, -5.438156], [-3.074230, 0.752704, 1.012742], [0.598234, 3.277087, 2.799828], [0.288567, 1.742451, 3.599904], [-2.400060, -2.038408, 3.759345], [-3.245872, -5.059635, -3.362496], [-3.197544, -0.214475, 2.511552], [-3.433397, -4.785894, -0.862550], [-0.847006, -2.161320, 4.623923], [-4.289234, -0.527518, 1.147197], [0.564894, 2.605541, -0.857046], [-1.198006, -3.254601, 3.258831]], "forces_ev_per_a": [[0.19, -0.50, -0.45], [-0.27, 0.08, -0.11], [0.10, 0.03, 0.41], [-0.01, -0.09, 0.01], [0.05, -0.01, 0.02], [-0.06, -0.08, -0.20], [-0.02, -0.03, -0.10], [0.05, 0.08, -0.10], [0.02, 0.07, 0.07], [-0.11, 0.18, 0.10], [-0.08, 0.10, 0.16], [0.10, 0.09, -0.01], [0.00, 0.03, -0.03], [0.00, -0.05, 0.01], [0.00, 0.01, 0.01], [-0.02, -0.01, 0.04], [0.00, 0.00, 0.02], [0.00, 0.00, 0.01], [-0.04, -0.02, 0.06], [0.03, 0.00, -0.04], [-0.11, -0.05, 0.02], [0.00, 0.00, -0.01], [0.03, -0.06, 0.02], [0.14, -0.03, -0.06], [0.00, 0.06, 0.04], [-0.05, 0.23, 0.09], [-0.01, -0.02, 0.01], [0.00, 0.00, 0.00], [-0.02, -0.01, -0.01], [-0.01, 0.00, -0.01], [0.02, 0.00, 0.00], [-0.05, 0.03, 0.00], [-0.01, -0.02, 0.01], [0.00, -0.01, 0.04], [-0.02, 0.01, -0.01], [0.00, -0.02, 0.00], [0.00, 0.00, 0.02], [0.07, -0.02, -0.02], [-0.02, 0.04, 0.00], [0.01, 0.06, 0.01], [-0.03, -0.01, 0.01], [0.00, 0.00, -0.02], [0.04, 0.01, -0.01], [0.00, -0.01, 0.03], [0.02, 0.01, 0.00], [-0.01, 0.00, 0.01], [-0.01, -0.04, -0.01], [0.01, -0.01, 0.01], [0.00, 0.02, 0.02], [-0.02, -0.02, -0.03], [0.03, -0.06, 0.00], [0.01, -0.02, 0.02], [-0.01, -0.01, -0.02], [0.03, 0.00, -0.06], [0.00, 0.05, 0.02], [0.00, 0.00, 0.00], [-0.01, 0.01, 0.00], [0.01, 0.01, 0.00], [-0.01, -0.01, -0.01], [0.00, 0.00, 0.00], [0.00, 0.00, 0.01], [-0.01, 0.03, -0.02], [0.01, 0.00, 0.00]]}


> Which value of charge does entry 3 give?

+2